(1)
72
Properties=species:S:1:pos:R:3 method="wB97M-V/def2-TZVPD" smiles="N[Si@](COO)(CB(O)O)C[C@@H]1CO1.O=S1(=O)CCCC1.O=S1(=O)CCCC1.O=S1(=O)CCCC1" largest_force_ev_per_a=6.11 energy_ha=-3061.73173 gap_ev=9.279 e_homo_ev=-8.800 e_lumo_ev=0.479 total_charge=0
S -0.465 0.528 0.842
S 0.779 -2.158 5.057
S -5.900 0.304 -1.150
Si 4.079 1.078 -2.200
O 1.991 3.869 -2.216
O 7.744 0.190 -3.391
O 1.006 3.031 -4.275
O 0.227 -0.842 5.283
O 0.113 -3.140 4.232
O -0.009 1.901 0.891
O 1.016 -0.660 -3.568
O -5.983 1.295 -0.101
O 0.278 -0.501 0.143
O 6.537 0.881 -3.585
O -5.404 -1.031 -0.908
N 3.638 1.696 -0.598
C 2.701 -3.036 6.675
C 1.177 -2.888 6.643
C -2.166 0.510 0.283
C -0.798 -0.023 2.505
C 0.778 -1.751 -2.423
C 1.722 -0.393 -2.288
C 3.346 2.024 -3.681
C 3.286 -1.943 5.776
C 6.015 1.080 -2.253
C -7.279 0.778 -3.376
C -2.253 0.359 2.744
C -5.809 0.572 -3.752
C 2.463 -1.976 4.495
C -7.482 0.185 -1.979
C -5.005 0.998 -2.530
C 3.375 -0.709 -2.301
C -2.996 -0.010 1.458
B 2.103 2.995 -3.339
H -5.532 1.149 -4.635
H 2.963 1.279 -4.456
H 0.849 2.144 -4.639
H 1.037 -2.542 -3.169
H -2.333 1.436 2.921
H -0.667 -1.106 2.530
H -0.109 0.454 3.200
H 4.346 -2.109 5.576
H -4.004 0.405 1.440
H -5.628 -0.485 -3.969
H 3.579 2.713 -0.548
H 6.412 0.323 -1.511
H 3.582 -1.327 -1.386
H 8.209 0.116 -4.242
H 1.338 0.455 -1.592
H 2.984 -4.018 6.286
H 2.815 1.235 -0.208
H 2.559 -1.070 3.898
H -2.445 1.532 0.018
H 6.347 2.103 -1.876
H -3.983 0.624 -2.536
H -7.759 -0.869 -2.027
H 3.182 -0.969 6.263
H -5.008 2.084 -2.417
H -7.503 1.848 -3.358
H 3.081 -2.966 7.695
H 4.124 2.656 -4.224
H -3.087 -1.098 1.390
H 0.824 -2.213 7.423
H 0.677 -3.852 6.731
H -7.950 0.315 -4.101
H 3.581 -1.223 -3.279
H -2.253 -0.137 -0.589
H 1.371 3.476 -1.574
H -2.664 -0.157 3.613
H -0.237 -1.308 -2.243
H 2.708 -2.852 3.891
H -8.229 0.739 -1.411

(2)
59
Properties=species:S:1:pos:R:3 method="wB97M-V/def2-TZVPD" largest_force_ev_per_a=0.87 energy_ha=-1237.31884 gap_ev=9.582 e_homo_ev=-12.912 e_lumo_ev=-3.330 total_charge=+1
P -1.720 -2.991 -1.589
O -4.283 2.739 -0.406
O -6.381 2.324 0.339
O -5.944 3.686 -1.412
C 0.175 -0.165 1.713
C 3.558 0.902 -1.170
C 2.083 1.230 -1.472
C -0.314 -0.971 0.491
C -3.767 1.878 0.611
C -0.345 -2.474 0.762
C 1.594 0.390 1.499
C 4.894 -1.130 -0.216
C 4.415 -2.318 0.630
C -3.950 0.416 0.256
C -5.619 2.857 -0.425
C 3.864 -0.612 -1.243
C -0.261 -3.292 -0.544
C 1.321 2.078 -0.426
C 1.641 1.837 1.043
C -7.353 3.892 -1.579
C 4.708 -2.143 2.132
H 3.968 -1.477 2.556
H 2.938 -1.161 -1.081
H 4.679 -3.102 2.636
H 3.341 -2.460 0.517
H 5.688 -1.696 2.247
H 0.498 -2.757 1.378
H -1.322 -2.711 -2.897
H 0.210 -0.853 2.551
H 0.317 -0.779 -0.372
H 3.900 1.336 -0.239
H -7.827 2.977 -1.931
H -0.523 0.624 1.972
H -2.707 2.120 0.681
H 5.247 -0.329 0.427
H 1.524 0.325 -1.688
H 5.764 -1.472 -0.768
H -1.264 -2.723 1.286
H 4.901 -3.228 0.293
H -3.509 0.211 -0.726
H -1.309 -0.615 0.225
H 2.047 1.802 -2.394
H 0.613 -2.967 -1.099
H 4.152 1.365 -1.951
H -7.462 4.669 -2.329
H -2.493 -1.911 -1.164
H 0.257 1.888 -0.579
H 2.594 2.280 1.315
H -4.226 2.112 1.571
H 4.199 -0.855 -2.244
H 0.895 2.378 1.622
H 1.464 3.126 -0.665
H -7.812 4.216 -0.649
H -2.574 -4.094 -1.630
H 2.123 0.337 2.446
H 2.118 -0.281 0.826
H -3.470 -0.218 1.005
H -5.005 0.149 0.206
H -0.247 -4.358 -0.352

(3)
67
Properties=species:S:1:pos:R:3 method="wB97M-V/def2-TZVPD" largest_force_ev_per_a=0.85 energy_ha=-1427.93569 gap_ev=6.695 e_homo_ev=-4.534 e_lumo_ev=2.161 total_charge=-1
O -6.007 3.700 2.872
O -3.546 1.132 0.754
O -2.593 3.539 2.392
O -5.059 3.198 4.944
O 0.935 -1.821 -2.368
O 6.091 -2.482 -3.083
O -2.139 2.821 -1.276
O -1.884 1.682 3.483
O -3.611 -0.564 3.148
N -4.628 1.762 1.456
C 6.540 -2.114 -1.789
C -4.211 1.846 2.864
C -3.844 3.135 5.701
C -0.036 -2.708 -2.885
C 6.676 -1.781 -4.163
C -2.387 1.417 -1.278
C -3.740 1.173 -0.632
C 2.251 -1.977 -2.861
C -2.678 -1.055 4.077
C 8.180 -1.967 -4.281
C 2.387 -1.760 -4.359
C 6.276 -0.661 -1.433
C -2.955 4.363 5.504
C -4.426 0.504 3.582
C -1.283 0.638 -0.567
C -2.723 2.407 2.922
C 0.251 -4.173 -2.598
B -5.083 2.971 3.574
H 2.658 -2.957 -2.584
H 3.443 -1.773 -4.633
H 1.130 -4.535 -3.134
H -2.425 1.097 -2.328
H -5.383 1.076 1.404
H 5.990 -2.767 -1.112
H 8.431 -3.028 -4.300
H 2.839 -1.229 -2.329
H -5.466 0.194 3.383
H -4.424 1.985 -0.894
H 6.430 -0.714 -4.112
H -2.503 -2.111 3.852
H -4.153 3.054 6.746
H 1.959 -0.798 -4.644
H 5.224 -0.418 -1.582
H 8.717 -1.504 -3.452
H -4.159 0.218 -0.991
H -1.324 2.986 -0.795
H 6.524 -0.488 -0.385
H -1.674 -0.275 -0.117
H -3.285 2.234 5.454
H -6.370 4.387 3.441
H -0.883 1.224 0.264
H -0.600 -4.782 -2.907
H -1.949 4.060 5.213
H -3.064 -0.982 5.102
H -3.330 4.982 4.691
H -0.965 -2.410 -2.400
H 6.184 -2.179 -5.051
H -0.484 0.366 -1.258
H 8.538 -1.507 -5.203
H 7.605 -2.349 -1.669
H 6.874 0.026 -2.032
H -2.895 4.963 6.415
H -0.170 -2.552 -3.963
H 0.416 -4.323 -1.530
H -1.745 -0.494 4.009
H -4.350 0.635 4.666
H 1.885 -2.539 -4.935